[1]
{
  "formula": "H12O6",
  "method": "ωB97M-V with the def2-TZVPD basis set",
  "elements": ["O", "H", "H", "O", "H", "H", "O", "H", "H", "O", "H", "H", "O", "H", "H", "O", "H", "H"],
  "coordinates": [[-17.284, -12.343, 15.591], [-18.057, -12.674, 15.135], [-16.677, -12.102, 14.891], [-19.191, -14.956, 11.503], [-19.925, -14.912, 12.116], [-19.005, -15.892, 11.419], [-21.651, -15.262, 12.665], [-22.206, -15.753, 13.272], [-22.252, -14.663, 12.222], [-19.826, -13.213, 14.428], [-20.213, -13.078, 13.563], [-20.498, -12.913, 15.041], [-19.240, -16.695, 14.991], [-19.221, -15.741, 14.923], [-18.648, -16.896, 15.716], [-22.118, -11.047, 16.592], [-22.099, -10.662, 15.716], [-22.973, -10.799, 16.944]],
  "forces_ev_per_a": [[0.3, 0.1, 0.4], [-0.5, -0.1, -0.3], [0.2, 0.0, -0.1], [0.5, 0.4, -0.3], [-0.3, -0.3, 0.2], [0.0, -0.2, 0.0], [-0.1, 0.2, 0.1], [0.0, -0.2, 0.3], [-0.2, 0.1, -0.3], [0.2, -0.1, 0.1], [0.0, -0.1, -0.3], [-0.2, 0.1, 0.4], [-0.2, -0.2, -0.1], [0.0, 0.4, -0.1], [0.1, -0.1, 0.2], [0.2, -0.2, 0.0], [0.0, 0.2, -0.2], [-0.2, 0.0, 0.2]],
  "lowdin_charge": [-0.0623, -0.0262, 0.0278, -0.0645, -0.0427, 0.0344, -0.0344, 0.0612, 0.0566, -0.0270, 0.0392, 0.0439, -0.0539, 0.0053, 0.0312, -0.0488, 0.0280, 0.0323],
  "multiplicity": 1,
  "fmax_ha_per_bohr": 0.0147,
  "gap_ev": 10.86,
  "charge": 0,
  "smiles": "O.O.O.O.O.O",
  "homo_ev": -10.803
}

***

[2]
{
  "formula": "H12O6",
  "method": "ωB97M-V with the def2-TZVPD basis set",
  "elements": ["O", "H", "H", "O", "H", "H", "O", "H", "H", "O", "H", "H", "O", "H", "H", "O", "H", "H"],
  "coordinates": [[-1.477, -0.681, 2.301], [-2.015, -1.299, 2.838], [-0.735, -1.251, 2.008], [-2.179, 1.510, -0.788], [-2.238, 1.302, 0.170], [-3.067, 1.256, -1.079], [2.914, -0.600, 0.344], [3.659, -1.230, 0.343], [2.688, -0.516, -0.607], [-1.000, 2.289, -3.115], [-0.146, 1.839, -3.010], [-0.602, 3.190, -3.273], [1.071, -1.957, 2.730], [0.848, -2.836, 3.086], [1.490, -2.094, 1.851], [0.566, 0.298, -1.480], [0.277, 1.145, -1.129], [-0.053, -0.364, -1.189]],
  "forces_ev_per_a": [[-0.3, -1.0, 0.0], [0.4, 0.7, -0.4], [-0.2, 0.6, 0.5], [-0.6, -0.5, 1.3], [0.2, 0.2, -0.6], [0.3, 0.2, -0.3], [0.4, -0.7, -0.8], [-0.4, 0.5, 0.1], [-0.1, 0.1, 0.8], [1.8, 1.8, -0.6], [-0.5, -0.8, 0.0], [-1.2, -1.0, 0.1], [0.1, -0.7, -0.6], [0.3, 0.5, -0.4], [-0.2, 0.1, 0.8], [1.1, 0.2, -0.5], [-0.4, -0.2, 0.3], [-0.6, 0.0, 0.2]],
  "lowdin_charge": [-0.0898, 0.0432, 0.0031, -0.0776, 0.0477, 0.0464, -0.0781, 0.0445, 0.0288, -0.0885, 0.0068, 0.0660, -0.0715, 0.0559, 0.0408, -0.0451, 0.0307, 0.0369],
  "multiplicity": 1,
  "fmax_ha_per_bohr": 0.0512,
  "gap_ev": 11.35,
  "charge": 0,
  "smiles": "O.O.O.O.O.O",
  "homo_ev": -10.888
}

***

[3]
{
  "formula": "H12O6",
  "method": "ωB97M-V with the def2-TZVPD basis set",
  "elements": ["H", "H", "H", "H", "H", "H", "H", "H", "H", "H", "H", "H", "O", "O", "O", "O", "O", "O"],
  "coordinates": [[0.508, 0.114, -1.337], [1.773, -0.162, -0.540], [-1.979, 1.357, -0.005], [-3.413, 1.107, -0.443], [2.514, 3.863, 1.231], [1.185, 4.576, 1.041], [-3.845, -0.688, -1.656], [-2.628, -0.390, -2.516], [-1.768, -2.743, 3.001], [-1.115, -1.647, 2.175], [4.225, -3.005, -0.601], [5.105, -1.841, -0.177], [1.016, -0.603, -0.942], [-2.554, 0.676, -0.373], [1.681, 3.802, 0.750], [-2.935, -0.375, -1.603], [-1.976, -1.987, 2.442], [4.205, -2.054, -0.447]],
  "forces_ev_per_a": [[-0.1, -0.1, 0.1], [0.0, -0.2, 0.0], [0.2, 0.9, 1.3], [0.4, 0.2, 0.1], [-0.1, -0.1, -0.1], [0.0, -0.1, -0.1], [-0.4, -0.7, -0.5], [-0.1, -0.4, -0.7], [-0.1, 0.1, -0.1], [-0.1, 0.0, -0.1], [-0.1, 0.1, 0.0], [-0.1, 0.0, 0.0], [0.0, 0.2, 0.0], [3.0, 7.5, 8.3], [0.1, 0.1, 0.1], [-3.1, -7.5, -8.6], [0.1, -0.1, 0.2], [0.2, -0.1, 0.1]],
  "lowdin_charge": [0.0269, 0.0261, 0.0469, 0.0689, 0.0318, 0.0323, 0.0615, 0.0652, 0.0282, 0.0323, 0.0356, 0.0311, -0.0609, -0.1280, -0.0638, -0.1137, -0.0630, -0.0574],
  "multiplicity": 1,
  "fmax_ha_per_bohr": 0.2303,
  "gap_ev": 8.49,
  "charge": 0,
  "homo_ev": -7.817
}

***

[4]
{
  "formula": "H12O6",
  "method": "ωB97M-V with the def2-TZVPD basis set",
  "elements": ["O", "H", "H", "O", "H", "H", "O", "H", "H", "O", "H", "H", "O", "H", "H", "O", "H", "H"],
  "coordinates": [[1.132, -2.704, -0.743], [0.209, -2.780, -0.425], [1.245, -3.473, -1.310], [2.671, 1.550, 1.813], [2.319, 1.057, 2.563], [2.702, 2.464, 2.118], [-1.822, -2.597, -0.388], [-1.536, -1.707, -0.644], [-2.314, -2.467, 0.432], [1.087, 2.684, -1.425], [2.012, 2.649, -1.158], [0.795, 1.763, -1.398], [0.014, 0.088, -0.123], [0.417, -0.787, -0.206], [0.243, 0.381, 0.769], [-3.136, 1.658, 0.163], [-3.727, 1.055, -0.301], [-2.312, 1.166, 0.264]],
  "forces_ev_per_a": [[-0.7, 0.1, 0.3], [0.4, -0.4, -0.2], [0.1, 0.1, 0.0], [-0.2, 0.0, 0.1], [0.1, 0.0, 0.0], [0.0, -0.1, -0.1], [0.2, 0.3, 0.1], [-0.3, 0.0, 0.0], [0.1, 0.0, -0.1], [0.1, -0.1, -0.1], [-0.1, 0.0, 0.0], [0.0, 0.1, 0.2], [-0.3, -0.2, 0.2], [0.4, 0.2, -0.2], [0.1, 0.1, -0.2], [0.0, -0.2, 0.1], [0.0, 0.1, 0.0], [0.0, 0.1, -0.1]],
  "lowdin_charge": [-0.0642, 0.0058, 0.0491, -0.0566, 0.0339, 0.0416, -0.0501, 0.0238, 0.0568, -0.0690, 0.0264, 0.0017, -0.0409, 0.0105, 0.0517, -0.0563, 0.0320, 0.0038],
  "multiplicity": 1,
  "fmax_ha_per_bohr": 0.0145,
  "gap_ev": 11.04,
  "charge": 0,
  "smiles": "O.O.O.O.O.O",
  "homo_ev": -10.862
}

***

> Number 2 is which compound?

H12O6